C24H29Br2NO5 | ωB97M-V with the def2-TZVPD basis set

## Properties
- Kohn-Sham gap (eV) = 8.858
- SMILES string = C[C@H](O)CNCCOC1=C([C@H](Br)[C@H](C)Br)C(=O)OC1=O.c1ccccc1.c1ccccc1
- HOMO energy (eV) = -9.6
- strongest force on any atom (eV/Å) = 0.55

Geometry as XYZ:
```
61
Properties=species:S:1:pos:R:3:mulliken_charge:R:1
C 2.545 -1.052 2.377 -1.00
C 2.051 -2.421 1.903 0.33
O 2.801 -3.465 2.533 -0.62
C 2.097 -2.592 0.371 -0.57
N 0.790 -2.625 -0.293 -0.46
C 0.276 -1.301 -0.630 -0.61
C -0.405 -0.612 0.546 -0.57
O -1.782 -0.361 0.155 -0.25
C -2.595 0.150 1.069 0.30
C -3.922 -0.033 1.099 0.47
C -4.650 -0.873 0.098 -0.18
Br -6.526 -0.421 0.031 -0.04
C -4.330 -2.388 0.303 0.19
C -3.794 -2.994 -0.981 -1.16
Br -5.804 -3.471 0.956 -0.08
C -4.426 0.724 2.266 0.19
O -5.460 0.696 2.838 -0.51
O -3.365 1.528 2.737 -0.31
C -2.200 1.015 2.235 0.12
O -1.138 1.201 2.728 -0.50
H 1.739 -0.331 2.529 0.20
H 3.251 -0.624 1.661 0.22
H 3.051 -1.166 3.335 0.40
H 1.029 -2.599 2.238 0.25
H 3.729 -3.358 2.297 0.35
H 2.580 -3.551 0.181 0.40
H 2.734 -1.808 -0.070 0.17
H 0.900 -3.136 -1.160 0.29
H 1.073 -0.646 -1.015 0.12
H -0.463 -1.413 -1.425 0.47
H -0.414 -1.273 1.411 0.45
H 0.061 0.334 0.812 0.37
H -4.272 -0.604 -0.887 0.40
H -3.601 -2.463 1.104 0.25
H -4.546 -2.931 -1.769 0.39
H -2.905 -2.446 -1.299 0.11
H -3.535 -4.042 -0.839 0.47
C 5.698 -0.551 -0.342 -0.28
C 6.981 -0.384 0.160 -0.45
C 7.551 0.881 0.193 -0.40
C 6.839 1.976 -0.275 -0.34
C 5.556 1.809 -0.779 -0.49
C 4.986 0.544 -0.813 -0.23
H 5.252 -1.538 -0.369 0.39
H 7.535 -1.238 0.527 0.37
H 8.551 1.013 0.585 0.36
H 7.283 2.963 -0.247 0.36
H 5.002 2.663 -1.146 0.37
H 3.986 0.412 -1.209 0.33
C -3.484 2.742 -1.149 -0.14
C -4.161 3.905 -1.489 -0.67
C -3.660 4.730 -2.485 -0.40
C -2.483 4.393 -3.141 -0.40
C -1.805 3.232 -2.798 -0.65
C -2.301 2.408 -1.797 -0.02
H -3.867 2.088 -0.378 0.32
H -5.081 4.163 -0.980 0.39
H -4.188 5.637 -2.752 0.37
H -2.096 5.036 -3.921 0.37
H -0.886 2.972 -3.309 0.38
H -1.782 1.497 -1.531 0.39
```

C24H29Cl2N4O10Rb | ωB97M-V with the def2-TZVPD basis set

## Properties
- Kohn-Sham gap (eV) = 7.463
- charge = -2
- relative energy (zero: lowest compared OMol25 entry of this formula, charge and spin) (kcal per mole) = 9.9
- HOMO energy (eV) = -3.5
- strongest force on any atom (eV/Å) = 1.22

Geometry as XYZ:
```
70
Properties=species:S:1:pos:R:3:mulliken_charge:R:1
Rb -0.613 -0.377 0.011 0.91
C -3.159 3.345 2.487 -0.66
O -1.763 3.587 2.336 -0.41
C -1.041 2.490 1.988 0.58
O -1.535 1.387 1.880 -0.51
N 0.259 2.818 1.809 -0.21
N 1.074 1.804 1.275 -0.12
H -3.558 4.214 3.006 0.21
H -3.341 2.438 3.058 0.29
H -3.635 3.248 1.510 0.28
H 0.457 3.776 1.536 0.27
H 1.910 1.710 1.827 0.20
H 1.294 2.073 0.317 0.25
O 1.855 -1.193 1.746 -0.26
C 3.123 -1.761 1.550 -0.77
C 3.105 -2.914 0.555 -0.73
C 2.540 -2.542 -0.820 0.12
C 3.230 -1.360 -1.445 0.37
C 4.469 -1.497 -2.072 -0.73
C 5.093 -0.379 -2.597 -0.38
C 4.462 0.850 -2.483 -0.83
C 3.226 0.899 -1.857 -0.08
N 2.619 -0.174 -1.344 0.37
H 1.261 -1.855 2.182 0.36
H 3.552 -2.115 2.497 0.35
H 3.778 -0.963 1.184 0.40
H 2.506 -3.731 0.966 0.37
H 4.130 -3.293 0.444 0.41
H 1.483 -2.303 -0.755 -0.52
H 2.616 -3.408 -1.483 0.51
H 4.918 -2.481 -2.143 0.42
H 6.055 -0.467 -3.089 0.38
H 4.902 1.756 -2.879 0.41
H 2.684 1.835 -1.764 0.07
C -2.281 -0.725 -4.326 -1.59
C -2.745 -1.467 -3.082 2.00
C -4.128 -2.069 -3.287 -1.81
O -2.786 -0.544 -1.985 -0.81
C -1.733 -2.598 -2.712 0.24
O -1.528 -3.482 -3.553 -0.82
O -1.231 -2.473 -1.550 -0.53
H -3.031 0.020 -4.610 0.39
H -2.134 -1.423 -5.152 0.31
H -1.345 -0.200 -4.126 0.29
H -4.838 -1.281 -3.554 0.40
H -4.474 -2.550 -2.370 0.35
H -4.093 -2.815 -4.083 0.36
H -2.214 -1.045 -1.369 0.00
Cl -3.220 -1.662 2.668 -0.17
C -2.260 -3.174 2.618 0.35
Cl -3.229 -4.538 3.274 -0.25
C -0.920 -2.967 3.385 0.45
O 0.055 -2.924 2.581 -0.75
O -0.956 -2.870 4.610 -0.69
H -2.091 -3.392 1.573 0.03
O 0.803 5.254 0.159 -0.86
C 0.562 4.712 -0.921 -0.01
N 0.679 3.397 -1.229 0.16
C 0.309 3.213 -2.544 -0.21
O 0.309 2.165 -3.167 -0.65
C -0.098 4.550 -3.134 0.32
C -0.549 4.910 -4.387 -0.34
C -0.840 6.257 -4.601 -0.44
C -0.681 7.195 -3.583 -0.39
C -0.225 6.814 -2.321 -0.38
C 0.061 5.478 -2.128 0.07
H -0.673 4.164 -5.163 0.49
H -1.198 6.584 -5.571 0.37
H -0.921 8.234 -3.779 0.36
H -0.101 7.528 -1.516 0.46
```

C24H29ClErN2O2P | ωB97M-V with the def2-TZVPD basis set

## Properties
- multiplicity = 4
- Kohn-Sham gap (spin up / spin down) (eV) = 6.611 / 6.696
- charge = +2
- <S²> = 3.75
- HOMO energy (spin up / spin down) (eV) = -14.1 / -14.1
- strongest force on any atom (eV/Å) = 4.69

Geometry as XYZ:
```
60
Properties=species:S:1:pos:R:3:mulliken_charge:R:1
Er -0.517 -0.479 1.108 0.53
Cl -1.303 -2.766 0.849 -0.41
C 2.019 -0.837 0.563 0.23
O 3.071 -1.308 0.587 -0.12
P -0.057 0.071 -1.723 0.83
C 0.511 1.647 -2.444 0.88
C 0.957 -1.226 -2.488 0.51
C -1.695 -0.222 -2.482 0.92
C 0.407 -2.480 -2.808 -0.56
C 1.204 -3.477 -3.372 -0.70
C 2.572 -3.257 -3.587 -0.51
C 3.126 -2.028 -3.213 -0.73
C 2.334 -1.027 -2.653 -0.30
H -0.652 -2.675 -2.634 0.44
H 0.749 -4.423 -3.683 0.41
H 3.179 -4.020 -4.086 0.41
H 4.187 -1.852 -3.386 0.43
H 2.781 -0.080 -2.356 0.49
C 1.338 2.481 -1.669 -0.16
C 1.803 3.692 -2.177 -0.83
C 1.471 4.097 -3.474 -0.51
C 0.652 3.277 -4.262 -0.74
C 0.169 2.068 -3.742 -0.40
H 1.615 2.180 -0.660 0.25
H 2.443 4.333 -1.571 0.41
H 1.854 5.036 -3.883 0.39
H 0.389 3.577 -5.284 0.42
H -0.481 1.466 -4.371 0.26
C -1.860 -0.512 -3.846 -0.18
C -3.140 -0.711 -4.385 -0.87
C -4.273 -0.662 -3.563 -0.58
C -4.113 -0.416 -2.197 -0.79
C -2.846 -0.171 -1.668 -0.32
H -0.992 -0.585 -4.505 0.49
H -3.253 -0.895 -5.456 0.42
H -5.270 -0.805 -3.984 0.41
H -4.989 -0.401 -1.542 0.41
H -2.763 0.074 -0.600 -0.06
H -0.160 1.766 0.725 0.15
H -0.960 1.542 0.715 0.26
C -2.310 0.121 3.781 -0.90
N -1.204 0.097 4.775 0.06
C -1.567 0.118 6.201 -1.14
C 0.050 -0.051 4.288 0.80
O 0.142 -0.208 2.998 -0.23
N 1.233 -0.032 4.909 0.03
C 1.509 -0.022 6.345 -1.01
C 2.424 -0.150 4.036 -0.85
H -3.250 0.214 4.335 0.34
H -2.345 -0.824 3.198 0.33
H -2.209 0.997 3.111 0.27
H -1.201 -0.786 6.696 0.43
H -1.130 0.991 6.694 0.40
H -2.651 0.159 6.298 0.35
H 2.015 -0.952 6.616 0.38
H 2.163 0.819 6.585 0.35
H 0.590 0.064 6.899 0.32
H 2.432 -1.115 3.496 0.25
H 2.467 0.663 3.286 0.25
H 3.331 -0.096 4.656 0.39
```

C24H29InN4OS2 | ωB97M-V with the def2-TZVPD basis set

## Properties
- Kohn-Sham gap (eV) = 8.081
- charge = +2
- relative energy (zero: lowest compared OMol25 entry of this formula, charge and spin) (kcal per mole) = 0.0
- HOMO energy (eV) = -14.0
- strongest force on any atom (eV/Å) = 0.25

Geometry as XYZ:
```
61
Properties=species:S:1:pos:R:3:mulliken_charge:R:1
In 0.279 0.602 0.140 1.35
C -2.934 0.317 2.543 -2.24
C -1.447 0.087 2.571 1.05
C -0.550 1.168 2.473 0.61
C -1.017 2.600 2.545 -1.68
C 0.865 0.917 2.400 0.71
C 1.816 2.090 2.546 -1.80
C 1.343 -0.428 2.488 0.78
C 2.820 -0.705 2.364 -2.52
C 0.439 -1.464 2.760 1.16
C 0.962 -2.837 3.115 -2.11
C -0.945 -1.213 2.760 1.58
C -1.925 -2.336 2.968 -2.42
H -3.321 0.482 3.552 0.37
H -3.460 -0.541 2.134 0.44
H -3.205 1.179 1.939 0.54
H -0.503 3.252 1.840 0.29
H -0.797 2.985 3.545 0.37
H -2.082 2.703 2.381 0.42
H 1.687 2.501 3.550 0.43
H 1.623 2.899 1.844 0.35
H 2.854 1.799 2.440 0.43
H 3.313 -0.666 3.339 0.43
H 3.315 0.019 1.721 0.46
H 3.005 -1.692 1.945 0.54
H 0.827 -3.573 2.319 0.28
H 0.432 -3.221 3.985 0.50
H 2.016 -2.816 3.369 0.49
H -2.535 -2.157 3.855 0.49
H -1.443 -3.300 3.083 0.46
H -2.611 -2.410 2.122 0.45
S -1.360 1.621 -1.386 -0.30
C -1.640 -0.078 -1.586 0.36
N -1.052 -0.917 -0.745 0.01
C -1.347 -2.247 -1.044 -0.95
C -0.969 -3.364 -0.302 0.10
C -1.381 -4.611 -0.732 -1.16
C -2.178 -4.749 -1.873 -0.68
C -2.586 -3.644 -2.595 -0.46
C -2.165 -2.389 -2.164 0.93
S -2.573 -0.821 -2.813 -0.19
H -0.407 -3.243 0.617 0.67
H -1.108 -5.492 -0.166 0.49
H -2.498 -5.734 -2.184 0.44
H -3.226 -3.751 -3.461 0.45
C 3.871 2.516 -2.533 -0.88
N 3.514 1.115 -2.234 0.15
C 4.136 0.062 -2.838 -0.13
C 3.786 -1.214 -2.582 -1.17
C 2.723 -1.438 -1.660 1.00
N 2.118 -0.398 -1.064 -0.08
C 2.520 0.863 -1.349 0.05
O 1.910 1.798 -0.770 -0.76
N 2.311 -2.667 -1.379 -0.23
H 4.799 2.509 -3.096 0.32
H 4.005 3.060 -1.603 0.32
H 3.078 2.978 -3.115 0.33
H 4.922 0.322 -3.533 0.41
H 4.292 -2.034 -3.069 0.45
H 2.715 -3.465 -1.841 0.24
H 1.495 -2.817 -0.808 0.03
```

What did the fourth record say?
C24H29InN4OS2 | ωB97M-V with the def2-TZVPD basis set

## Properties
- Kohn-Sham gap (eV) = 8.081
- charge = +2
- relative energy (zero: lowest compared OMol25 entry of this formula, charge and spin) (kcal per mole) = 0.0
- HOMO energy (eV) = -14.0
- strongest force on any atom (eV/Å) = 0.25

Geometry as XYZ:
```
61
Properties=species:S:1:pos:R:3:mulliken_charge:R:1
In 0.279 0.602 0.140 1.35
C -2.934 0.317 2.543 -2.24
C -1.447 0.087 2.571 1.05
C -0.550 1.168 2.473 0.61
C -1.017 2.600 2.545 -1.68
C 0.865 0.917 2.400 0.71
C 1.816 2.090 2.546 -1.80
C 1.343 -0.428 2.488 0.78
C 2.820 -0.705 2.364 -2.52
C 0.439 -1.464 2.760 1.16
C 0.962 -2.837 3.115 -2.11
C -0.945 -1.213 2.760 1.58
C -1.925 -2.336 2.968 -2.42
H -3.321 0.482 3.552 0.37
H -3.460 -0.541 2.134 0.44
H -3.205 1.179 1.939 0.54
H -0.503 3.252 1.840 0.29
H -0.797 2.985 3.545 0.37
H -2.082 2.703 2.381 0.42
H 1.687 2.501 3.550 0.43
H 1.623 2.899 1.844 0.35
H 2.854 1.799 2.440 0.43
H 3.313 -0.666 3.339 0.43
H 3.315 0.019 1.721 0.46
H 3.005 -1.692 1.945 0.54
H 0.827 -3.573 2.319 0.28
H 0.432 -3.221 3.985 0.50
H 2.016 -2.816 3.369 0.49
H -2.535 -2.157 3.855 0.49
H -1.443 -3.300 3.083 0.46
H -2.611 -2.410 2.122 0.45
S -1.360 1.621 -1.386 -0.30
C -1.640 -0.078 -1.586 0.36
N -1.052 -0.917 -0.745 0.01
C -1.347 -2.247 -1.044 -0.95
C -0.969 -3.364 -0.302 0.10
C -1.381 -4.611 -0.732 -1.16
C -2.178 -4.749 -1.873 -0.68
C -2.586 -3.644 -2.595 -0.46
C -2.165 -2.389 -2.164 0.93
S -2.573 -0.821 -2.813 -0.19
H -0.407 -3.243 0.617 0.67
H -1.108 -5.492 -0.166 0.49
H -2.498 -5.734 -2.184 0.44
H -3.226 -3.751 -3.461 0.45
C 3.871 2.516 -2.533 -0.88
N 3.514 1.115 -2.234 0.15
C 4.136 0.062 -2.838 -0.13
C 3.786 -1.214 -2.582 -1.17
C 2.723 -1.438 -1.660 1.00
N 2.118 -0.398 -1.064 -0.08
C 2.520 0.863 -1.349 0.05
O 1.910 1.798 -0.770 -0.76
N 2.311 -2.667 -1.379 -0.23
H 4.799 2.509 -3.096 0.32
H 4.005 3.060 -1.603 0.32
H 3.078 2.978 -3.115 0.33
H 4.922 0.322 -3.533 0.41
H 4.292 -2.034 -3.069 0.45
H 2.715 -3.465 -1.841 0.24
H 1.495 -2.817 -0.808 0.03
```